(1)
{
  "formula": "C29H46P2TeZr",
  "method": "ωB97M-V/def2-TZVPD",
  "elements": ["Zr", "C", "C", "C", "C", "C", "C", "H", "H", "H", "C", "H", "H", "H", "C", "H", "H", "H", "C", "H", "H", "H", "C", "H", "H", "H", "C", "C", "C", "C", "C", "C", "C", "C", "H", "H", "H", "H", "H", "H", "H", "H", "H", "H", "H", "H", "P", "C", "C", "P", "C", "C", "C", "H", "H", "H", "H", "H", "H", "H", "H", "H", "H", "H", "H", "H", "H", "Te", "C", "C", "C", "C", "C", "C", "H", "H", "H", "H", "H"],
  "xyz": [[1.800, -1.392, -1.053], [-0.320, -1.337, -0.055], [-0.122, -2.690, -0.551], [1.363, -2.331, 1.215], [0.568, -1.142, 1.065], [0.962, -3.271, 0.198], [-1.269, -0.297, -0.566], [-1.694, -0.576, -1.538], [-0.798, 0.696, -0.675], [-2.110, -0.150, 0.125], [0.496, 0.012, 2.011], [-0.544, 0.202, 2.321], [0.892, 0.945, 1.588], [1.081, -0.202, 2.911], [2.376, -2.613, 2.271], [2.082, -2.146, 3.223], [3.379, -2.240, 1.999], [2.480, -3.699, 2.410], [1.549, -4.632, -0.002], [1.903, -5.060, 0.946], [2.422, -4.606, -0.676], [0.818, -5.313, -0.459], [-0.977, -3.465, -1.494], [-1.066, -4.486, -1.104], [-0.552, -3.551, -2.503], [-1.967, -3.000, -1.572], [-1.596, 4.257, -1.589], [-2.804, 3.767, -1.929], [-3.303, 3.244, -3.248], [-2.207, 2.834, -4.261], [-1.270, 1.714, -3.735], [-0.200, 2.216, -2.873], [0.434, 3.507, -3.087], [-0.440, 4.658, -2.490], [-3.991, 3.959, -3.751], [-1.583, 3.708, -4.474], [-3.938, 2.368, -3.027], [-0.747, 5.299, -3.324], [-1.441, 4.514, -0.532], [-3.560, 3.739, -1.137], [0.236, 5.276, -1.889], [1.420, 3.499, -2.583], [-0.324, 1.979, -1.817], [0.680, 3.651, -4.155], [-2.682, 2.546, -5.215], [-1.823, 0.909, -3.228], [-0.322, 0.905, -5.066], [-0.301, 2.048, -6.500], [-1.218, -0.584, -5.565], [1.552, 0.156, -2.869], [1.370, 0.675, -4.646], [1.217, -1.823, -3.344], [3.399, 0.223, -3.206], [0.665, 2.569, -6.578], [-1.087, 2.817, -6.464], [-0.430, 1.461, -7.418], [-1.289, -0.590, -6.672], [-2.244, -0.586, -5.154], [-0.714, -1.505, -5.250], [3.590, 1.225, -3.617], [3.626, -0.500, -3.993], [4.040, 0.031, -2.319], [1.904, 1.624, -4.814], [1.839, -0.106, -5.272], [1.514, -2.661, -2.638], [1.830, -1.957, -4.242], [0.154, -1.940, -3.567], [4.272, -0.400, 0.226], [3.629, 1.237, 1.433], [3.839, 1.132, 2.813], [3.249, 2.077, 3.663], [2.505, 3.134, 3.120], [2.356, 3.261, 1.732], [2.931, 2.314, 0.875], [4.430, 0.295, 3.193], [3.369, 1.978, 4.744], [2.045, 3.868, 3.798], [1.804, 4.104, 1.314], [2.834, 2.376, -0.213]],
  "mol_weight_g_mol": 675.46,
  "lumo_ev": -6.75,
  "max_force_ev_per_a": 4.18,
  "charge": 2
}


(2)
{
  "formula": "C23H50AlBr2N6O2P2",
  "method": "ωB97M-V/def2-TZVPD",
  "elements": ["C", "C", "Br", "C", "Br", "Al", "C", "C", "C", "C", "C", "C", "C", "C", "H", "H", "H", "H", "H", "H", "H", "H", "H", "H", "H", "H", "H", "H", "O", "P", "N", "C", "C", "N", "C", "C", "N", "C", "C", "H", "H", "H", "H", "H", "H", "H", "H", "H", "H", "H", "H", "H", "H", "H", "H", "H", "H", "O", "P", "N", "C", "C", "N", "C", "C", "N", "C", "C", "H", "H", "H", "H", "H", "H", "H", "H", "H", "H", "H", "H", "H", "H", "H", "H", "H", "H"],
  "xyz": [[-7.499, -0.382, 7.022], [-6.972, -0.456, 5.519], [-8.285, -1.161, 4.174], [-5.670, -0.033, 5.077], [-4.386, 0.680, 6.410], [-5.304, -0.226, 3.042], [-3.333, -0.010, 2.526], [-2.931, 1.554, 2.565], [-3.178, 2.529, 1.386], [-2.748, 4.019, 1.596], [-2.112, 4.543, 2.925], [-1.854, 3.566, 4.096], [-1.227, 3.932, 5.514], [-2.267, 2.069, 3.866], [-8.490, 0.216, 6.990], [-6.787, 0.124, 7.753], [-7.736, -1.433, 7.412], [-6.228, 0.853, 2.281], [-5.777, -1.725, 2.676], [-2.597, -0.639, 3.131], [-3.257, -0.300, 1.406], [-3.657, 2.182, 0.402], [-2.886, 4.809, 0.769], [-1.821, 5.649, 3.042], [-1.991, 3.574, 6.308], [-1.083, 5.047, 5.704], [-0.273, 3.317, 5.734], [-2.066, 1.328, 4.703], [-1.851, -4.532, -1.493], [-1.818, -3.327, -2.449], [-0.391, -3.903, -3.249], [0.719, -3.123, -3.771], [-0.608, -5.088, -4.082], [-1.349, -2.236, -1.186], [-0.167, -1.389, -1.206], [-1.557, -2.677, 0.199], [-1.876, -1.941, -3.559], [-2.902, -0.949, -3.129], [-2.283, -2.283, -4.941], [0.474, -2.549, -4.670], [1.559, -3.775, -4.034], [1.138, -2.437, -3.041], [-1.223, -4.874, -4.961], [-1.117, -5.875, -3.514], [0.332, -5.524, -4.434], [0.743, -1.964, -1.007], [-0.236, -0.613, -0.436], [-0.062, -0.841, -2.143], [-0.794, -3.402, 0.505], [-2.543, -3.123, 0.327], [-1.518, -1.836, 0.898], [-3.896, -1.404, -3.084], [-2.935, -0.100, -3.820], [-2.691, -0.517, -2.151], [-3.201, -2.879, -4.952], [-1.512, -2.831, -5.482], [-2.449, -1.380, -5.535], [3.193, -0.263, -1.437], [4.313, 0.605, -0.843], [3.939, 1.938, -1.884], [4.861, 2.873, -2.508], [2.678, 2.614, -1.565], [5.556, -0.352, -1.589], [6.589, 0.157, -2.474], [5.180, -1.689, -2.065], [5.587, 1.572, -0.068], [6.414, 0.737, 0.849], [5.084, 2.655, 0.808], [5.320, 3.578, -1.809], [4.347, 3.473, -3.267], [5.658, 2.382, -3.057], [2.720, 3.147, -0.611], [1.857, 1.892, -1.496], [2.388, 3.335, -2.335], [6.194, 0.370, -3.473], [7.393, -0.578, -2.592], [7.082, 1.044, -2.073], [4.620, -1.635, -3.005], [4.581, -2.219, -1.325], [6.063, -2.314, -2.236], [5.798, 0.280, 1.629], [7.194, 1.340, 1.325], [6.944, -0.064, 0.333], [4.338, 2.281, 1.517], [4.641, 3.476, 0.247], [5.900, 3.113, 1.373]],
  "mol_weight_g_mol": 691.43,
  "lumo_ev": 0.54,
  "max_force_ev_per_a": 9.02,
  "charge": -1
}


(3)
{
  "formula": "C4H7NO",
  "method": "ωB97M-V/def2-TZVPD",
  "elements": ["C", "C", "O", "N", "C", "C", "H", "H", "H", "H", "H", "H", "H"],
  "xyz": [[1.982, 0.015, 0.107], [0.664, -0.702, 0.022], [0.509, -1.832, 0.430], [-0.382, -0.040, -0.615], [-1.205, 0.991, -0.035], [-1.733, -0.383, -0.220], [2.078, 0.432, 1.114], [2.075, 0.808, -0.633], [2.772, -0.725, -0.027], [-0.981, 1.288, 0.983], [-1.497, 1.768, -0.727], [-2.378, -0.613, -1.062], [-1.904, -1.007, 0.664]],
  "smiles": "CC(=O)N1CC1",
  "mol_weight_g_mol": 85.11,
  "lumo_ev": 1.01,
  "max_force_ev_per_a": 0.61,
  "de_lowest_kcal_mol": 36.79
}


(4)
{
  "formula": "C2H6NO2P",
  "method": "ωB97M-V/def2-TZVPD",
  "elements": ["C", "C", "N", "O", "O", "P", "H", "H", "H", "H", "H", "H"],
  "xyz": [[-0.003, -0.893, 0.044], [-0.305, 0.582, 0.272], [0.636, 1.264, -0.569], [-3.033, 0.400, 0.725], [-1.197, -1.616, -0.337], [-2.157, 0.384, -0.452], [0.675, -0.802, -0.820], [0.332, -1.507, 0.969], [-0.436, 0.838, 1.278], [-1.030, -1.982, -1.270], [1.521, 1.378, -0.022], [0.363, 2.269, -0.802]],
  "spin_multiplicity": 3,
  "mol_weight_g_mol": 107.05,
  "lumo_ev": [0.77, -1.98],
  "max_force_ev_per_a": 3.39,
  "de_lowest_kcal_mol": 18.89
}


(5)
{
  "formula": "C24H28FeN6O3STe",
  "method": "ωB97M-V/def2-TZVPD",
  "elements": ["Fe", "C", "C", "N", "C", "S", "N", "N", "C", "C", "C", "C", "C", "C", "C", "N", "H", "H", "H", "H", "H", "H", "H", "H", "H", "H", "H", "H", "H", "O", "N", "N", "O", "C", "C", "C", "C", "C", "C", "H", "H", "H", "H", "H", "O", "H", "H", "C", "Te", "C", "C", "C", "C", "C", "C", "C", "H", "H", "H", "H", "H", "H", "H", "H"],
  "xyz": [[-0.919, -1.081, -0.347], [-3.771, -5.261, 2.495], [-3.224, -3.992, 3.127], [-3.627, -2.778, 2.429], [-3.049, -2.259, 1.336], [-1.575, -2.934, 0.732], [-3.671, -1.278, 0.724], [-2.858, -0.771, -0.275], [-3.474, -0.124, -1.204], [-4.951, 0.021, -1.263], [-2.561, 0.441, -2.203], [-2.933, 1.204, -3.300], [-1.947, 1.659, -4.157], [-0.619, 1.337, -3.906], [-0.333, 0.580, -2.789], [-1.283, 0.150, -1.954], [-3.457, -6.135, 3.066], [-4.861, -5.249, 2.468], [-3.406, -5.371, 1.473], [-3.571, -3.891, 4.154], [-2.135, -4.014, 3.147], [-4.539, -2.395, 2.629], [-5.419, -0.922, -0.987], [-5.294, 0.762, -0.538], [-5.288, 0.317, -2.253], [-3.970, 1.444, -3.474], [-2.212, 2.261, -5.016], [0.178, 1.663, -4.558], [0.686, 0.300, -2.547], [-0.564, -0.402, 1.403], [0.580, -0.735, 1.909], [1.359, -1.191, 1.037], [0.948, -1.298, -0.211], [2.725, -1.552, 1.363], [3.110, -1.623, 2.690], [4.426, -1.951, 2.969], [5.326, -2.198, 1.939], [4.911, -2.116, 0.619], [3.595, -1.790, 0.317], [2.400, -1.432, 3.482], [4.746, -2.019, 3.999], [6.351, -2.454, 2.169], [5.609, -2.307, -0.185], [3.255, -1.716, -0.704], [-0.296, -2.462, -1.927], [0.634, -2.632, -1.736], [-0.752, -3.312, -1.945], [-0.055, 4.315, -0.126], [-0.391, 2.356, 0.593], [1.670, 2.022, 0.251], [2.265, 3.360, -0.126], [3.642, 3.492, -0.302], [4.194, 4.726, -0.593], [3.373, 5.843, -0.711], [2.006, 5.714, -0.555], [1.441, 4.471, -0.269], [-0.484, 5.031, 0.573], [-0.566, 4.439, -1.082], [1.797, 1.267, -0.528], [2.111, 1.631, 1.168], [4.282, 2.623, -0.198], [5.264, 4.823, -0.719], [3.804, 6.813, -0.921], [1.366, 6.583, -0.651]],
  "spin_multiplicity": 2,
  "mol_weight_g_mol": 664.04,
  "lumo_ev": [-3.99, -3.35],
  "max_force_ev_per_a": 1.18,
  "charge": 1,
  "de_lowest_kcal_mol": 17.20
}


(6)
{
  "formula": "C5H11NO",
  "method": "ωB97M-V/def2-TZVPD",
  "elements": ["C", "C", "C", "C", "O", "H", "H", "H", "H", "H", "H", "C", "N", "H", "H", "H", "H", "H"],
  "xyz": [[0.213, -1.403, 1.139], [-0.284, -1.094, -0.254], [-1.751, -1.321, -0.520], [0.533, -0.665, -1.202], [1.171, -0.678, -2.193], [-0.009, -2.439, 1.402], [-0.286, -0.762, 1.867], [1.288, -1.266, 1.232], [-1.996, -1.134, -1.564], [-2.336, -0.643, 0.103], [-2.037, -2.339, -0.250], [1.141, 2.061, 0.490], [0.172, 1.956, -0.591], [0.679, 1.696, 1.408], [1.423, 3.105, 0.629], [2.051, 1.475, 0.304], [0.569, 2.277, -1.468], [-0.542, 1.172, -0.535]],
  "smiles": "CC(C)=C=O.CN",
  "mol_weight_g_mol": 101.15,
  "lumo_ev": 0.84,
  "max_force_ev_per_a": 2.98,
  "de_lowest_kcal_mol": 61.49
}


| no. | total energy (Eh) |
| --- | --- |
| 1 | -2129.6825 |
| 2 | -7458.2369 |
| 3 | -286.5730 |
| 4 | -626.2411 |
| 5 | -3415.2229 |
| 6 | -327.0334 |